Entry 1:
58
Properties=species:S:1:pos:R:3:lowdin_charge:R:1 method="wB97M-V/def2-TZVPD" de_lowest_kcal_mol=545.2 e_homo_ha=-0.3101 orbital_gap_ev=8.2445 charge=0 largest_force_ev_per_a=15.3
C 6.542 4.340 -0.388 -0.048
C 7.399 3.240 0.280 -0.285
O 6.576 2.632 1.158 -0.105
C 5.600 1.579 0.695 -0.125
C 4.729 0.871 1.534 -0.025
C 3.734 -0.009 1.398 -0.047
C 3.600 -0.472 0.192 -0.089
C 4.496 0.227 -1.062 0.125
C 5.389 1.201 -0.691 -0.024
H 6.114 1.532 -1.380 0.092
H 4.389 0.074 -1.945 -0.007
N 2.630 -1.239 -0.433 0.082
C 1.455 -1.500 0.004 -0.244
O 0.939 -0.344 0.788 -0.115
C 0.725 -2.596 -0.516 -0.229
N -0.650 -2.335 -0.808 0.043
H -0.639 -1.470 -1.060 0.056
C -1.761 -2.823 -0.084 -0.406
C -2.892 -2.272 -0.994 -0.095
H -3.812 -3.065 -0.629 0.191
C -3.539 -1.006 -0.591 -0.019
N -4.010 -0.947 1.047 -0.041
C -4.838 -0.129 1.495 -0.328
O -5.263 -0.308 2.767 -0.082
C -5.397 0.989 0.298 -0.188
C -4.522 1.916 0.135 -0.068
C -5.133 2.727 -0.623 -0.086
C -6.439 2.998 -1.017 -0.254
C -7.364 1.749 -0.482 0.106
C -6.702 0.740 0.252 -0.036
H -7.339 0.066 0.463 0.058
H -8.354 1.742 -1.014 0.108
F -6.972 3.861 -1.722 0.174
H -4.571 3.629 -0.954 0.137
H -3.604 1.876 0.454 0.102
C -3.185 -1.821 1.766 -0.174
C -1.759 -2.201 1.101 -0.180
H -1.279 -2.855 2.236 0.223
H -1.291 -1.199 1.323 0.121
H -3.387 -1.526 2.852 0.130
H -3.682 -3.057 1.854 0.178
H -2.835 -0.187 -0.410 0.119
H -4.445 -0.743 -1.082 0.107
H -2.829 -2.518 -1.971 0.081
H -1.753 -3.801 -0.207 0.117
C 1.872 -3.205 -1.436 0.016
C 3.091 -2.501 -1.150 -0.259
O 4.219 -2.782 -1.621 0.112
H 1.905 -4.122 -1.454 0.033
H 1.227 -2.859 -2.382 0.207
H 0.671 -3.223 0.409 0.190
H 3.169 -0.303 2.048 0.044
H 4.982 1.451 2.606 0.183
H 8.077 3.619 1.019 0.122
H 7.857 2.492 -0.295 0.103
H 5.746 4.010 -0.879 -0.001
H 7.157 4.826 -1.179 0.089
H 5.958 5.037 0.288 0.111

***

Entry 2:
56
Properties=species:S:1:pos:R:3:lowdin_charge:R:1 method="wB97M-V/def2-TZVPD" de_lowest_kcal_mol=0.0 e_homo_ha=-0.4583 orbital_gap_ev=4.7787 charge=+2 largest_force_ev_per_a=3.1
C -1.056 -0.907 0.568 -0.154
C 0.293 -1.275 0.354 -0.139
C 1.125 -0.535 1.248 -0.148
H 0.631 -2.079 -0.288 0.074
C 0.278 0.260 2.091 -0.199
C -1.086 0.020 1.675 -0.183
H -1.989 0.357 2.184 0.132
H -1.922 -1.352 0.070 0.133
H 2.206 -0.633 1.341 0.136
H 0.597 0.874 2.938 0.128
Hf 0.017 1.217 -0.027 1.583
C 1.154 1.552 -1.716 -0.272
H 1.500 2.578 -1.511 0.013
H 0.546 1.705 -2.615 0.021
H 2.060 0.993 -1.986 0.005
Si 1.760 -2.527 -2.847 0.735
C 0.166 -2.534 -3.835 -0.320
C -0.858 -3.490 -3.844 -0.094
H -0.821 -4.323 -3.133 0.109
C -1.895 -3.340 -4.760 -0.085
H -2.637 -4.109 -4.838 0.102
C -2.017 -2.218 -5.585 -0.068
H -2.804 -2.145 -6.353 0.119
C -1.140 -1.165 -5.335 -0.107
H -1.246 -0.227 -5.856 0.100
C -0.079 -1.306 -4.466 -0.144
H 0.547 -0.437 -4.276 0.086
C 3.444 -2.225 -3.491 -0.355
C 3.887 -2.984 -4.575 -0.096
H 3.252 -3.182 -5.433 0.112
C 5.148 -3.561 -4.469 -0.066
H 5.401 -4.401 -5.106 0.113
C 6.024 -3.146 -3.464 -0.071
H 6.903 -3.739 -3.241 0.111
C 5.688 -2.065 -2.650 -0.080
H 6.405 -1.676 -1.934 0.109
C 4.398 -1.554 -2.704 -0.113
H 4.124 -0.713 -2.076 0.085
H 1.580 -1.164 -2.274 -0.033
H 1.700 -3.449 -1.796 -0.028
N -1.365 4.748 1.032 0.168
C -0.255 5.106 1.772 0.014
C 0.609 4.075 1.720 -0.021
N 0.058 3.063 0.953 -0.033
C -1.186 3.505 0.552 -0.223
C -2.067 2.816 -0.368 -0.226
N -1.847 1.566 -0.913 -0.033
C -2.886 1.316 -1.831 -0.004
C -3.671 2.427 -1.897 0.018
N -3.138 3.339 -0.987 0.154
H -2.203 5.307 0.918 0.188
H -0.175 6.059 2.222 0.140
H 1.556 3.933 2.179 0.135
H -2.986 0.358 -2.339 0.144
H -4.534 2.639 -2.514 0.148
H -3.508 4.266 -0.826 0.182

***

Entry 3:
61
Properties=species:S:1:pos:R:3:lowdin_charge:R:1 method="wB97M-V/def2-TZVPD" de_lowest_kcal_mol=4.5 e_homo_ha=-0.4353 orbital_gap_ev=9.0029 charge=+1 largest_force_ev_per_a=0.5
In 0.622 0.601 1.064 0.902
O -1.458 2.070 4.429 0.140
C -0.955 1.437 3.539 -0.408
N -0.624 1.871 2.268 0.053
C -0.867 3.163 1.878 -0.424
O -1.332 4.075 2.514 0.135
C -0.505 3.417 0.417 -0.158
C -0.797 4.650 -0.140 0.032
C -0.512 4.861 -1.476 -0.014
C 0.051 3.831 -2.218 -0.029
C 0.321 2.635 -1.588 -0.102
N 0.055 2.426 -0.293 0.051
C -0.667 -0.042 3.771 -0.160
C -0.968 -0.604 4.998 0.034
C -0.719 -1.951 5.187 -0.014
C -0.188 -2.698 4.144 -0.029
C 0.084 -2.063 2.950 -0.099
N -0.149 -0.760 2.767 0.038
H -1.242 5.404 0.493 0.132
H -0.728 5.814 -1.940 0.123
H 0.285 3.951 -3.266 0.116
H 0.769 1.814 -2.129 0.094
H -1.381 0.031 5.768 0.132
H -0.938 -2.419 6.138 0.122
H 0.024 -3.752 4.255 0.116
H 0.507 -2.603 2.112 0.111
O 4.477 0.899 2.641 0.113
C 3.489 0.758 1.963 -0.569
O 2.257 0.790 2.359 -0.073
C 3.670 0.575 0.461 -0.155
C 4.932 0.623 -0.109 0.034
C 5.056 0.408 -1.467 -0.015
C 3.918 0.136 -2.218 -0.032
C 2.699 0.110 -1.577 -0.135
N 2.569 0.340 -0.262 0.050
H 5.776 0.818 0.537 0.133
H 6.028 0.440 -1.942 0.122
H 3.974 -0.055 -3.280 0.116
H 1.788 -0.106 -2.122 0.093
C -3.192 -1.196 -3.675 -0.057
C -3.037 -2.001 -2.396 -0.192
N -1.691 -1.882 -1.814 -0.066
C -0.671 -2.777 -2.365 -0.195
C -0.422 -3.999 -1.494 -0.051
C -1.385 -0.990 -0.870 -0.376
C -2.465 -0.087 -0.347 0.022
N -0.183 -0.866 -0.360 0.078
H -4.191 -1.334 -4.088 0.088
H -2.472 -1.512 -4.431 0.078
H -3.046 -0.131 -3.489 0.074
H -3.198 -3.063 -2.587 0.128
H -3.777 -1.713 -1.656 0.111
H 0.247 -2.211 -2.542 0.112
H -1.022 -3.079 -3.351 0.123
H -0.085 -3.721 -0.494 0.064
H 0.338 -4.637 -1.945 0.088
H -1.335 -4.585 -1.386 0.085
H -3.245 -0.675 0.136 0.105
H -2.925 0.489 -1.149 0.098
H -2.062 0.603 0.392 0.054
H 0.497 -1.527 -0.714 0.049

***

Entry 4:
68
Properties=species:S:1:pos:R:3:lowdin_charge:R:1 method="wB97M-V/def2-TZVPD" e_homo_ha=-0.3249 orbital_gap_ev=7.1679 charge=0 smiles="C[C@H](O)CNCCONC(=O)O.O=C1C=C(O)C(=O)C=C1O.O=C1C=C(O)C(=O)C=C1O.O=C1C=C(O)C(=O)C=C1O" largest_force_ev_per_a=1.9
C -0.789 2.039 -0.161 -0.046
C -1.355 1.254 1.010 -0.415
O -0.285 0.877 1.881 -0.046
C -2.037 -0.030 0.540 -0.186
N -1.161 -0.811 -0.312 -0.040
C -1.792 -1.535 -1.410 -0.162
C -1.003 -1.412 -2.719 -0.191
O -0.552 -2.700 -3.090 -0.135
N -0.292 -2.777 -4.504 0.072
C 0.656 -1.761 -4.894 -0.552
O 0.445 -0.970 -5.795 0.118
O 1.793 -1.794 -4.170 0.120
H 0.091 1.547 -0.555 0.069
H -1.501 2.125 -0.974 0.083
H -0.492 3.029 0.170 0.076
H -2.046 1.864 1.575 0.108
H 0.453 0.637 1.323 0.074
H -2.968 0.208 0.035 0.117
H -2.307 -0.571 1.450 0.116
H -0.641 -1.449 0.262 0.070
H -1.877 -2.596 -1.186 0.114
H -2.793 -1.157 -1.576 0.112
H -1.639 -0.996 -3.497 0.126
H -0.160 -0.753 -2.531 0.115
H 0.212 -3.654 -4.581 0.133
H 2.358 -1.097 -4.528 0.103
C -0.266 -2.469 3.744 0.079
C -0.922 -2.741 4.881 -0.234
C -1.970 -3.819 4.961 -0.313
O -2.502 -4.006 6.037 0.111
C -2.285 -4.568 3.756 0.077
C -1.631 -4.294 2.621 -0.235
C -0.569 -3.230 2.551 -0.305
O -0.022 -3.059 1.474 0.083
O -1.855 -4.927 1.479 0.119
O -0.711 -2.095 6.015 0.125
H 0.481 -1.691 3.675 0.137
H -3.048 -5.331 3.819 0.136
H -1.241 -4.542 0.827 0.115
H -1.313 -2.494 6.671 0.120
C -5.343 5.742 4.085 0.076
C -5.376 4.970 2.991 -0.239
C -4.171 4.200 2.524 -0.312
O -4.292 3.514 1.526 0.101
C -2.939 4.319 3.277 0.077
C -2.900 5.095 4.368 -0.236
C -4.112 5.851 4.849 -0.314
O -3.992 6.518 5.857 0.110
O -1.817 5.262 5.108 0.125
O -6.455 4.818 2.238 0.119
H -6.203 6.298 4.430 0.136
H -2.076 3.775 2.920 0.127
H -2.073 5.864 5.832 0.120
H -6.201 4.208 1.521 0.119
C 5.821 0.160 -3.983 0.078
C 5.512 -0.365 -5.174 -0.236
C 6.491 -1.189 -5.965 -0.314
O 6.111 -1.637 -7.029 0.113
C 7.819 -1.399 -5.417 0.077
C 8.132 -0.872 -4.226 -0.239
C 7.146 -0.064 -3.426 -0.312
O 7.511 0.363 -2.349 0.114
O 9.318 -1.015 -3.655 0.121
O 4.328 -0.211 -5.757 0.103
H 5.125 0.754 -3.408 0.136
H 8.519 -1.982 -5.998 0.137
H 9.270 -0.541 -2.804 0.120
H 4.381 -0.693 -6.605 0.124

***

Entry 5:
58
Properties=species:S:1:pos:R:3:lowdin_charge:R:1 method="wB97M-V/def2-TZVPD" de_lowest_kcal_mol=22.9 e_homo_ha=-0.2949 orbital_gap_ev=8.1076 charge=0 smiles="COc1ccc(-n2nc(C(=O)NCC(=O)N3CCCCCC3)c3ccccc3c2=O)cc1" largest_force_ev_per_a=1.0
C 3.554 0.850 -7.125 -0.090
H 4.041 -0.100 -7.366 0.096
O 2.302 0.647 -6.515 -0.083
C 2.252 -0.038 -5.342 -0.278
C 3.356 -0.546 -4.665 -0.008
C 3.192 -1.238 -3.478 0.000
C 1.923 -1.443 -2.959 -0.182
C 0.815 -0.925 -3.626 -0.009
C 0.978 -0.230 -4.801 0.002
H 0.130 0.172 -5.332 0.118
H -0.169 -1.079 -3.211 0.109
N 1.716 -2.155 -1.749 0.019
N 0.695 -1.710 -1.029 0.158
C 0.331 -2.274 0.077 -0.099
C 1.022 -3.422 0.608 -0.077
C 0.703 -4.061 1.812 -0.001
C 1.435 -5.149 2.231 -0.057
C 2.500 -5.629 1.471 -0.062
C 2.831 -5.013 0.286 -0.004
C 2.102 -3.907 -0.155 -0.061
C 2.478 -3.277 -1.422 -0.343
O 3.362 -3.685 -2.150 0.078
H 3.649 -5.359 -0.327 0.119
H 3.063 -6.484 1.813 0.106
H 1.180 -5.637 3.161 0.107
H -0.126 -3.693 2.393 0.103
C -0.857 -1.653 0.744 -0.411
O -1.505 -2.197 1.623 0.057
N -1.178 -0.442 0.248 0.073
C -2.197 0.370 0.854 -0.079
C -1.629 1.762 1.139 -0.427
O -0.501 2.046 0.773 0.062
N -2.428 2.644 1.771 -0.060
C -3.787 2.372 2.187 -0.158
C -4.151 3.019 3.528 -0.177
H -4.386 4.076 3.394 0.105
C -3.055 2.878 4.587 -0.195
C -2.059 4.038 4.563 -0.210
C -1.139 4.036 3.346 -0.170
C -1.887 3.970 2.013 -0.141
H -2.698 4.699 1.978 0.128
H -1.183 4.181 1.204 0.122
H -0.530 4.942 3.360 0.113
H -0.463 3.181 3.391 0.117
H -1.441 3.992 5.462 0.108
H -2.615 4.979 4.597 0.111
H -2.525 1.934 4.449 0.117
H -3.523 2.853 5.574 0.107
H -5.065 2.532 3.876 0.111
H -3.916 1.295 2.283 0.111
H -4.486 2.728 1.416 0.130
H -3.065 0.457 0.187 0.139
H -2.501 -0.141 1.773 0.122
H -0.523 0.024 -0.366 0.128
H 4.059 -1.623 -2.967 0.114
H 4.355 -0.407 -5.047 0.104
H 3.348 1.393 -8.046 0.092
H 4.217 1.449 -6.493 0.095

***

Entry 6:
63
Properties=species:S:1:pos:R:3:lowdin_charge:R:1 method="wB97M-V/def2-TZVPD" de_lowest_kcal_mol=4.7 e_homo_ha=-0.3069 orbital_gap_ev=7.7224 charge=0 smiles="Cc1ccc(NS(=O)(=O)c2ccc(NC(=O)CN(c3cc([N+](=O)[O-])ccc3C)S(C)(=O)=O)cc2)c(C)c1" largest_force_ev_per_a=1.4
C 6.068 3.985 -1.542 -0.055
C 5.764 2.538 -1.297 -0.280
C 6.373 1.553 -2.065 -0.009
C 6.138 0.204 -1.857 -0.208
C 5.246 -0.172 -0.846 -0.255
C 4.627 0.803 -0.075 -0.017
C 4.889 2.143 -0.296 -0.034
H 4.402 2.886 0.317 0.111
H 3.945 0.502 0.703 0.097
N 4.939 -1.515 -0.612 -0.051
S 4.746 -2.118 0.940 0.665
O 4.944 -3.532 0.803 -0.283
O 5.548 -1.399 1.886 -0.271
C 3.021 -1.806 1.277 -0.299
C 2.071 -2.162 0.340 -0.037
C 0.730 -1.942 0.600 0.020
C 0.347 -1.366 1.811 -0.196
C 1.318 -1.022 2.753 0.002
C 2.655 -1.240 2.484 -0.052
H 3.427 -0.974 3.188 0.119
H 1.020 -0.577 3.691 0.117
N -0.991 -1.141 2.146 0.141
C -2.051 -1.066 1.308 -0.465
O -2.008 -1.271 0.112 0.046
C -3.378 -0.734 1.992 -0.080
N -4.094 0.323 1.306 -0.162
C -5.189 0.001 0.471 -0.227
C -5.076 -0.985 -0.498 0.071
C -6.161 -1.269 -1.317 -0.138
C -7.355 -0.570 -1.187 0.018
C -7.460 0.397 -0.209 -0.010
C -6.398 0.694 0.643 -0.182
C -6.550 1.700 1.729 -0.027
H -7.576 2.052 1.794 0.083
H -5.886 2.543 1.544 0.063
H -6.252 1.267 2.681 0.094
H -8.391 0.929 -0.088 0.117
H -8.180 -0.805 -1.842 0.121
N -6.041 -2.297 -2.318 -0.364
O -6.987 -2.473 -3.056 0.083
O -5.005 -2.924 -2.362 0.089
H -4.151 -1.531 -0.628 0.117
S -3.128 1.609 0.799 0.665
O -1.924 1.497 1.570 -0.270
O -3.892 2.813 0.926 -0.287
C -2.779 1.386 -0.958 -0.087
H -2.345 0.406 -1.113 0.050
H -2.076 2.166 -1.222 0.075
H -3.708 1.509 -1.498 0.070
H -3.215 -0.408 3.023 0.126
H -4.002 -1.633 1.996 0.151
H -1.126 -0.774 3.078 0.145
H -0.017 -2.210 -0.127 0.108
H 2.389 -2.610 -0.587 0.120
H 5.417 -2.179 -1.202 0.101
C 6.828 -0.830 -2.700 -0.042
H 6.106 -1.402 -3.284 0.086
H 7.391 -1.525 -2.075 0.087
H 7.521 -0.354 -3.389 0.078
H 7.061 1.848 -2.845 0.118
H 5.339 4.623 -1.049 0.073
H 7.056 4.232 -1.154 0.083
H 6.064 4.205 -2.608 0.077

***

Entry 7:
58
Properties=species:S:1:pos:R:3:lowdin_charge:R:1 method="wB97M-V/def2-TZVPD" de_lowest_kcal_mol=4.4 e_homo_ha=-0.2776 orbital_gap_ev=8.0947 charge=0 smiles="CCn1c(SCC(=O)N2CCN(c3ccccc3)CC2)nnc1-c1c[nH]c2ccccc12" largest_force_ev_per_a=1.0
C 3.187 3.165 0.160 -0.053
H 3.135 2.462 -0.669 0.056
H 3.525 2.622 1.039 0.065
C 1.818 3.792 0.404 -0.192
N 0.799 2.787 0.554 0.008
C -0.168 2.491 -0.366 -0.636
N -0.882 1.472 0.020 0.038
N -0.393 1.058 1.187 0.092
C 0.615 1.836 1.524 -0.221
C 1.358 1.661 2.740 -0.091
C 2.219 2.514 3.385 -0.044
N 2.681 1.933 4.527 0.088
C 2.134 0.686 4.656 -0.210
C 2.306 -0.276 5.643 -0.026
C 1.610 -1.457 5.503 -0.098
C 0.766 -1.678 4.411 -0.090
C 0.592 -0.728 3.429 -0.018
C 1.285 0.474 3.549 -0.114
H -0.063 -0.884 2.588 0.093
H 0.239 -2.619 4.342 0.098
H 1.717 -2.229 6.251 0.098
H 2.959 -0.101 6.486 0.105
H 3.319 2.361 5.178 0.159
H 2.530 3.510 3.136 0.115
S -0.414 3.378 -1.856 0.973
C 0.763 2.465 -2.943 -0.328
H 1.694 3.031 -2.983 0.082
C 1.068 1.089 -2.376 -0.533
O 2.182 0.868 -1.923 0.036
N 0.094 0.170 -2.390 -0.055
C -1.273 0.349 -2.825 -0.144
H -1.394 1.279 -3.376 0.097
C -1.659 -0.838 -3.723 -0.141
N -1.473 -2.111 -3.070 -0.104
C -2.492 -2.671 -2.302 -0.228
C -3.676 -1.995 -2.000 -0.030
C -4.689 -2.620 -1.296 -0.091
C -4.554 -3.928 -0.869 -0.109
C -3.387 -4.613 -1.168 -0.094
C -2.375 -4.000 -1.877 -0.032
H -1.490 -4.567 -2.122 0.104
H -3.267 -5.640 -0.853 0.101
H -5.345 -4.409 -0.315 0.096
H -5.591 -2.069 -1.072 0.102
H -3.819 -0.969 -2.298 0.097
C -0.097 -2.254 -2.643 -0.131
H 0.046 -3.194 -2.116 0.110
C 0.306 -1.099 -1.719 -0.100
H 1.359 -1.164 -1.445 0.126
H -0.309 -1.119 -0.811 0.130
H 0.543 -2.250 -3.534 0.130
H -2.690 -0.740 -4.062 0.120
H -1.009 -0.832 -4.607 0.128
H -1.911 0.385 -1.934 0.109
H 0.314 2.432 -3.934 0.076
H 1.823 4.430 1.292 0.113
H 1.527 4.410 -0.452 0.089
H 3.909 3.942 -0.075 0.078

***

Entry 8:
55
Properties=species:S:1:pos:R:3:lowdin_charge:R:1 method="wB97M-V/def2-TZVPD" de_lowest_kcal_mol=129.2 e_homo_ha=-0.2348 orbital_gap_ev=5.8455 charge=0 largest_force_ev_per_a=4.4
C 1.158 -0.907 2.197 -0.151
C 2.228 -0.699 1.285 -0.181
C 2.331 0.693 1.007 -0.156
H 2.797 -1.527 0.878 0.086
C 1.219 1.377 1.618 -0.201
C 0.470 0.357 2.340 -0.218
H -0.249 0.621 3.101 0.089
H 0.906 -1.816 2.861 0.115
H 3.177 1.097 0.455 0.081
H 1.243 2.456 1.766 0.080
Be -0.477 0.429 0.446 0.138
C -0.002 -0.921 -0.775 -0.193
H 0.967 -0.435 -1.031 -0.038
H -0.024 -1.983 -0.285 0.023
H -0.810 -0.896 -1.639 0.025
Si 1.228 -3.009 -2.786 0.664
C -0.327 -3.258 -3.695 -0.345
C -1.043 -4.372 -3.320 -0.140
H -0.567 -5.005 -2.543 0.101
C -2.184 -4.732 -4.010 -0.108
H -2.806 -5.537 -3.673 0.092
C -2.641 -4.009 -5.097 -0.107
H -3.578 -4.268 -5.577 0.098
C -1.953 -2.853 -5.454 -0.090
H -2.233 -2.324 -6.352 0.093
C -0.884 -2.380 -4.666 -0.066
H -0.381 -1.441 -4.859 0.098
C 2.209 -1.902 -3.831 -0.341
C 2.727 -2.588 -4.968 -0.079
H 2.544 -3.623 -5.148 0.078
C 3.674 -1.831 -5.776 -0.086
H 3.980 -2.200 -6.791 0.106
C 4.168 -0.601 -5.354 -0.116
H 5.043 -0.161 -5.895 0.111
C 3.760 -0.061 -4.122 -0.088
H 4.245 0.821 -3.698 0.100
C 2.653 -0.619 -3.455 -0.086
H 2.246 -0.126 -2.570 0.079
H 1.910 -4.306 -2.101 0.060
H 1.889 -4.258 -3.124 -0.054
O -1.886 -0.368 0.986 -0.098
C -3.115 0.414 0.702 -0.064
C -2.612 1.813 0.589 -0.192
C -3.441 2.946 0.675 -0.008
C -2.923 4.230 0.598 -0.046
C -1.576 4.325 0.289 -0.044
C -0.763 3.189 0.256 -0.042
N -1.274 1.927 0.365 0.091
H -1.986 -1.337 0.894 0.147
H -3.571 0.085 -0.252 0.147
H -3.819 0.277 1.565 0.148
H -4.505 2.764 0.814 0.122
H -3.576 5.132 0.684 0.132
H -1.125 5.307 0.077 0.120
H 0.331 3.261 0.230 0.115